C17H19ClN2O3PbSe | the ωB97M-V functional and the def2-TZVPD basis

The orbital gap comes out at 8.016 eV. The total energy comes out at -4048.86534 hartree. The value obtained for the energy above the lowest of the compared OMol25 structures with the same formula, charge and spin is 0.00 kcal/mol. The LUMO energy is -0.01 eV.

Last column: Mulliken charge in e.
Cartesian coordinates (Å):
Pb: -0.392 0.882 2.732  0.742
Se: 0.380 -1.672 2.381  -0.272
Cl: 0.297 -3.543 -4.112  -0.240
O: 1.297 1.769 -1.892  -0.438
O: -0.110 1.288 0.396  -0.660
O: 1.713 1.410 1.639  -0.700
N: -3.074 1.497 1.627  -0.639
N: -3.229 0.256 -0.448  0.090
C: -3.090 0.913 0.649  0.701
C: 0.785 -1.920 -1.990  -1.014
C: 2.371 -0.450 4.012  -0.350
C: 1.135 1.499 0.531  0.841
C: -2.361 -0.887 -0.710  -0.549
C: 1.984 1.872 -0.695  -0.505
C: 0.463 -0.988 5.190  -0.655
C: 0.875 0.246 5.516  -0.467
C: 0.839 1.623 -4.400  -1.516
C: 2.036 0.573 4.774  -0.468
C: 1.052 -0.706 -1.459  -0.530
C: 0.555 -2.063 -3.329  0.447
C: -4.536 0.158 -1.043  -0.952
C: 0.544 -0.934 -4.162  -0.860
C: 1.305 -1.499 4.096  -0.293
C: 0.720 0.332 -3.583  0.769
C: 1.067 0.433 -2.245  0.737
H: -5.025 -0.834 -0.852  0.302
H: 0.293 2.461 -3.976  0.277
H: -0.330 -1.562 5.666  0.399
H: 1.627 -2.500 4.321  0.485
H: 0.496 0.800 6.382  0.439
H: 2.360 2.910 -0.567  0.431
H: 2.929 1.242 -0.730  0.361
H: 0.724 -2.774 -1.367  0.563
H: -2.731 -1.815 -0.302  0.330
H: 0.535 1.473 -5.454  0.390
H: 3.282 -0.610 3.424  0.354
H: -2.204 -1.024 -1.782  0.369
H: 1.439 -0.731 -0.425  0.473
H: -4.398 0.120 -2.124  0.307
H: 1.871 1.924 -4.417  0.354
H: -1.381 -0.747 -0.201  -0.202
H: -5.114 1.041 -0.765  0.363
H: 2.695 1.408 4.934  0.487
H: 0.306 -0.874 -5.241  0.298